C12H11Br15F3N2O | ωB97M-V/def2-TZVPD

```
44
Properties=species:S:1:pos:R:3:mulliken_charge:R:1
F 2.500 -0.023 -0.747 -0.262
C 1.368 -0.591 -0.329 0.939
F 1.474 -0.791 1.000 -0.262
F 1.338 -1.829 -0.879 -0.320
O 0.256 0.065 -0.607 -0.303
C 0.378 1.303 -1.397 -0.576
N -0.860 1.976 -1.510 -0.166
C -1.972 1.345 -1.006 -0.035
C -2.747 0.427 -1.738 -0.404
C -3.843 -0.150 -1.108 -0.303
C -4.219 0.170 0.190 -0.496
N -3.512 1.066 0.894 -0.678
C -2.445 1.588 0.304 -0.208
H 0.767 1.037 -2.399 0.112
H 1.091 1.989 -0.922 0.288
H -2.469 0.162 -2.747 0.459
H -4.424 -0.877 -1.667 0.344
H -5.089 -0.274 0.655 0.450
H -1.865 2.293 0.891 0.490
C -0.151 3.919 -5.225 -0.342
Br -0.352 3.783 -7.145 -0.095
Br -1.845 4.082 -4.351 0.018
Br 0.899 2.469 -4.517 0.064
H 0.399 4.829 -5.032 0.334
C -6.069 -3.938 1.106 -0.375
Br -5.201 -2.503 0.153 0.126
Br -5.712 -3.846 2.998 -0.027
Br -7.967 -4.001 0.749 -0.042
H -5.656 -4.872 0.754 0.313
C -0.616 6.384 -1.025 -0.362
Br -1.780 7.478 -2.111 -0.053
Br -1.601 5.119 0.019 0.072
Br 0.737 5.526 -2.093 -0.012
H -0.107 7.049 -0.344 0.351
C 4.118 -1.875 2.856 -0.234
Br 5.392 -3.248 3.316 0.036
Br 3.070 -1.339 4.376 -0.023
Br 4.969 -0.373 2.015 -0.016
H 3.435 -2.298 2.132 0.234
C 7.767 -6.302 4.940 -0.341
Br 7.286 -4.981 6.252 0.002
Br 6.418 -7.664 4.774 -0.001
Br 8.174 -5.500 3.237 -0.029
H 8.667 -6.784 5.288 0.333
```

Properties
HOMO energy, eV: -3.2
Frontier orbital gap, Eh: 0.158
Net charge: -1